Molecular formula: C2N2
Method: DFT, ωB97M-V with the def2-TZVPD basis set

**E**: -185.508241 a.u.
**Energy above the lowest of the compared OMol25 structures with the same formula, charge and spin**: 446.5 kJ/mol
**Molar mass**: 52.0 g mol⁻¹
**E_LUMO**: -0.41 eV
**HOMO-LUMO gap**: 11.9323 eV
**HOMO**: -12.346 eV

```
! RIJCOSX wB97M-V def2-TZVPD def2/J DEFGRID3
* xyz 0 1
N 0.4202 0.5171 -0.9599
C 0.7877 -0.4520 -0.3131
C -0.5864 -0.4574 1.0696
N -0.6216 0.3922 0.2034
*
```